Record 1
The following is a DFT calculation (wB97M-V/def2-TZVPD) of 2 unconnected molecules or ions with the total composition C3H11N3O2.

Element x y z (Å)
C -0.1146 -0.4887 1.5426
C -1.6688 1.3542 -0.2492
N -0.4351 -0.7483 0.1599
C -0.8440 0.2162 -0.8847
N -0.3709 -2.0226 -0.3091
O -1.3419 -0.3494 -1.9205
H -0.8721 -2.0019 -1.2177
H -0.7195 -2.7011 0.3599
H -1.0007 -0.6653 2.1670
H 0.7086 -1.1290 1.8666
H 0.2179 0.5395 1.6492
H -2.5804 0.9452 0.1908
H -1.1091 1.9095 0.5048
H -1.9529 2.0326 -1.0531
N 2.9573 0.6018 -0.2384
O 1.7280 0.1997 -0.5727
H 0.4068 0.5935 -1.0687
H 3.2670 1.5717 -0.1983
H 3.7245 0.1423 -0.7287

Maximum force, eV Å⁻¹: 1.99
E_tot, Ha: -435.4062
LUMO (spin up / spin down), Eh: -0.027 / -0.016
Orbital gap (spin up / spin down), eV: 6.45 / 7.04

Mulliken population analysis, charges in e, atoms 1 to 2: number 1, C, carries -0.98; number 2, C, carries -1.19

---

Record 2
The following is a DFT calculation (wB97M-V/def2-TZVPD) of 3 unconnected molecules or ions with the total composition C2H11N2O2.

Element x y z (Å)
C -0.5801 -0.9205 -0.7626
C -1.3776 -0.1051 -1.5017
N -1.4460 -0.1912 -2.8559
N -0.0934 -0.4871 0.5149
H -0.2436 -1.8919 -1.1069
H -1.8979 0.7359 -1.0319
H -2.0883 0.3547 -3.4004
H -1.1998 -1.0858 -3.2489
H -0.0105 -1.2132 1.2331
H -0.6463 0.2633 0.9229
H 0.8832 -0.2072 0.3623
H 1.2532 1.8882 1.2452
H 2.2134 2.2500 -0.0690
O 1.3938 1.8632 0.2851
H 0.8857 -0.3275 3.7689
H 1.9537 -0.5386 2.8390
O 1.0006 -0.3874 2.8059

Charge: +1
Maximum force, eV Å⁻¹: 2.13
E_tot, Ha: -342.5294
LUMO, Eh: -0.114
Orbital gap, eV: 9.23

Mulliken population analysis, charges in e, atoms 1 to 2: number 1, C, carries -0.49; number 2, C, carries -0.02

---

Record 3
The following is a DFT calculation (wB97M-V/def2-TZVPD) of 2 unconnected molecules or ions with the total composition ClFO3S.

Element x y z (Å)
O 0.9550 1.3434 -0.5049
O 0.6008 -0.3907 1.1883
O -2.1765 -0.0914 -0.8380
F 2.2262 -0.8956 -0.4481
S 0.7958 -0.0428 -0.1502
Cl -2.4013 0.0771 0.7529

Maximum force, eV Å⁻¹: 3.24
E_tot, Ha: -1183.7199
LUMO (spin up / spin down), Eh: -0.190 / -0.190
Orbital gap (spin up / spin down), eV: 4.82 / 4.84

Mulliken population analysis, charges in e, atoms 1 to 2: number 1, O, carries -0.38; number 2, O, carries -0.35